Formula: C2H14O5
Source: OMol25
Level of theory: ωB97M-V with the def2-TZVPD basis set

Geometry as XYZ:
```
21
Properties=species:S:1:pos:R:3:forces:R:3
C -2.6460 -1.5278 -0.4324 -1.278 0.076 -0.590
C -2.9809 -1.8768 -1.6772 1.495 -0.609 0.399
H -2.8354 -2.2526 0.3513 0.097 0.207 0.199
H -2.4445 -0.4980 -0.1589 0.483 -0.113 0.000
H -3.2440 -2.9136 -1.8446 -0.236 -0.002 -0.123
H -2.6784 -1.3368 -2.5675 -0.537 0.455 0.152
O 0.6972 -1.3200 1.2591 0.775 -0.179 0.383
H 1.1610 -1.3651 0.4147 -0.102 0.153 -0.369
H -0.2210 -1.2689 1.0294 -0.714 0.057 -0.289
O 1.0350 -0.5464 -1.7222 0.996 -0.478 -0.263
H 1.9195 -0.3076 -2.0495 -0.367 -0.432 0.122
H 0.6323 0.3307 -1.6647 -0.391 0.329 0.274
O 0.2659 1.9267 -1.3477 -0.054 0.842 0.361
H -0.6216 2.2254 -1.1481 -0.374 -0.015 -0.215
H 0.7829 2.3227 -0.6147 0.193 -0.474 -0.072
O 1.9375 2.4529 0.7973 -0.292 0.151 -0.108
H 2.7572 2.9120 0.6073 0.127 -0.015 0.309
H 1.9203 2.1733 1.7295 0.212 -0.215 -0.191
O 1.8388 0.5199 2.9880 0.321 0.434 -0.238
H 1.5029 -0.1209 2.3378 -0.142 -0.148 -0.095
H 1.2214 0.4709 3.7129 -0.212 -0.023 0.355
```
Positions in Å, forces in eV/Å.

SMILES string   C=C.O.O.O.O.O
LUMO energy   0.59 eV
HOMO level   -10.3 eV
Total charge   0
Multiplicity   1
F_max   0.0323 Eh/bohr
Orbital gap   10.86 eV